ORCA calculation (ωB97M-V/def2-TZVPD) on a molecular structure, C47H44F8N6O18S in a non-equilibrium geometry.

Element x y z (Å)
C (-0.3393, 5.1258, 0.5813)
O (0.0063, 4.5203, -0.6597)
C (-1.0588, 4.3064, -1.5616)
C (-1.2199, 2.8200, -1.8858)
O (-2.5840, 2.4231, -1.4965)
S (-2.4914, 1.2881, -0.3957)
O (-2.3665, 1.8178, 0.9197)
O (-3.5858, 0.4005, -0.5804)
O (-1.1406, 0.6792, -0.9093)
C (-0.2506, 1.8694, -1.1421)
C (0.9505, 1.2783, -1.8361)
C (2.2491, 1.9874, -1.4688)
O (2.9547, 1.1627, -0.5411)
C (3.7799, 1.9045, 0.3193)
C (3.0556, 2.3499, 1.5958)
F (1.7075, 2.3814, 1.4368)
F (3.4208, 3.6438, 1.8423)
C (3.4243, 1.5409, 2.8837)
F (4.3955, 2.2422, 3.5341)
F (3.9743, 0.3394, 2.5981)
C (2.2597, 1.4031, 3.8888)
F (1.7169, 2.6118, 4.1312)
F (2.7961, 0.9788, 5.0706)
C (1.1642, 0.3639, 3.5019)
F (-0.0434, 0.9870, 3.5125)
F (1.3632, -0.1740, 2.2853)
H (-1.4108, 5.1696, 0.7535)
H (0.0826, 4.5131, 1.3782)
H (0.1398, 6.0994, 0.6509)
H (-0.7752, 4.7941, -2.4982)
H (-2.0028, 4.7493, -1.2600)
H (-1.1442, 2.6519, -2.9665)
H (-0.0941, 2.2417, -0.1351)
H (0.7973, 1.2893, -2.9044)
H (1.0358, 0.2520, -1.4951)
H (2.8591, 2.2286, -2.3346)
H (2.0091, 2.9385, -0.9916)
H (4.0963, 2.8200, -0.1874)
H (4.6910, 1.3546, 0.5335)
H (1.1097, -0.4064, 4.2705)
C (-4.8662, -4.1134, -0.8529)
C (-4.9482, -5.1897, -1.7284)
C (-4.4922, -5.0621, -3.0297)
C (-3.9554, -3.8520, -3.4324)
C (-3.8722, -2.7693, -2.5766)
C (-4.3325, -2.9044, -1.2785)
N (-3.4494, -3.7148, -4.8028)
O (-3.5476, -4.6732, -5.5500)
O (-2.9545, -2.6552, -5.1240)
H (-5.2188, -4.2179, 0.1647)
H (-5.3655, -6.1300, -1.3957)
H (-4.5543, -5.8957, -3.7129)
H (-3.4548, -1.8293, -2.9058)
H (-4.2692, -2.0634, -0.6015)
C (9.5700, 3.3782, 1.8851)
C (8.8653, 2.8086, 0.8332)
C (7.6448, 3.3387, 0.4485)
C (7.1500, 4.4384, 1.1253)
C (7.8346, 5.0144, 2.1787)
C (9.0532, 4.4768, 2.5588)
N (5.8653, 5.0167, 0.7077)
O (5.2740, 4.4717, -0.2060)
O (5.4665, 5.9955, 1.2968)
H (10.5254, 2.9651, 2.1803)
H (9.2682, 1.9524, 0.3104)
H (7.0942, 2.8984, -0.3696)
H (7.4304, 5.8697, 2.6988)
H (9.6019, 4.9170, 3.3796)
C (-0.2265, 5.8764, -8.3415)
C (-1.1651, 5.1822, -7.5897)
C (-0.7666, 4.4636, -6.4756)
C (0.5729, 4.4562, -6.1301)
C (1.5228, 5.1364, -6.8705)
C (1.1153, 5.8501, -7.9842)
N (0.9981, 3.7150, -4.9393)
O (0.1407, 3.1073, -4.3115)
O (2.1676, 3.7446, -4.6352)
H (-0.5420, 6.4407, -9.2088)
H (-2.2085, 5.2025, -7.8708)
H (-1.4942, 3.9220, -5.8898)
H (2.5647, 5.1157, -6.5882)
H (1.8442, 6.3891, -8.5729)
C (-2.8648, -5.5809, -8.8760)
C (-2.8391, -5.6765, -10.2620)
C (-2.2682, -4.6658, -11.0174)
C (-1.7266, -3.5719, -10.3675)
C (-1.7495, -3.4587, -8.9893)
C (-2.3247, -4.4725, -8.2383)
N (-1.1003, -2.5063, -11.1649)
O (-1.1122, -2.6231, -12.3738)
O (-0.6047, -1.5712, -10.5694)
H (-3.3085, -6.3745, -8.2884)
H (-3.2624, -6.5411, -10.7550)
H (-2.2466, -4.7361, -12.0945)
H (-1.3264, -2.5952, -8.4982)
H (-2.3541, -4.4025, -7.1547)
C (-0.3451, 0.0824, 7.2035)
C (-0.4946, -0.3637, 8.5097)
C (-1.6633, -0.9953, 8.8966)
C (-2.6664, -1.1749, 7.9639)
C (-2.5389, -0.7330, 6.6603)
C (-1.3673, -0.0987, 6.2804)
N (-3.8955, -1.8691, 8.3650)
O (-3.9891, -2.2352, 9.5213)
O (-4.7469, -2.0512, 7.5190)
H (0.5733, 0.5724, 6.9036)
H (0.3024, -0.2225, 9.2262)
H (-1.7796, -1.3441, 9.9109)
H (-3.3345, -0.8791, 5.9452)
H (-1.2513, 0.2519, 5.2663)
C (-3.8514, -7.8672, 9.3141)
C (-2.5388, -8.2803, 9.1259)
C (-1.5468, -7.3470, 8.8762)
C (-1.8876, -6.0078, 8.8222)
C (-3.1898, -5.5786, 9.0012)
C (-4.1762, -6.5192, 9.2482)
N (-0.8317, -5.0132, 8.5792)
O (0.2989, -5.4194, 8.4108)
O (-1.1513, -3.8405, 8.5633)
H (-4.6233, -8.5986, 9.5142)
H (-2.2877, -9.3307, 9.1765)
H (-0.5253, -7.6642, 8.7293)
H (-3.4419, -4.5302, 8.9552)
H (-5.1982, -6.1982, 9.3928)

Values from the calculation:
HOMO-LUMO gap = 8.63 eV
HOMO = -9.65 eV
net charge = 0

ORCA calculation (ωB97M-V/def2-TZVPD) on a molecular structure, C34H37InN6O4S in a non-equilibrium geometry.

Element x y z (Å)
In (-0.6567, -0.2411, 0.4814)
O (0.6956, -4.5433, 1.4231)
C (2.0136, -4.3130, 1.5617)
C (2.8506, -5.4205, 1.7092)
C (4.2117, -5.2584, 1.8467)
C (4.7739, -3.9831, 1.8325)
C (3.9558, -2.8832, 1.6912)
C (2.5673, -3.0219, 1.5628)
C (1.6969, -1.8270, 1.4123)
O (0.4332, -2.0234, 1.2238)
N (2.3027, -0.6642, 1.4634)
N (1.5156, 0.4410, 1.3402)
C (2.1945, 1.5328, 1.3678)
C (1.7626, 2.9207, 1.2765)
C (2.7326, 3.8735, 0.9510)
C (2.4169, 5.2121, 0.8204)
C (1.1086, 5.6292, 1.0148)
C (0.1293, 4.7146, 1.3743)
C (0.4629, 3.3765, 1.5366)
O (-0.3904, 2.4171, 2.0145)
H (0.2469, -3.6859, 1.3107)
H (2.3985, -6.4038, 1.7161)
H (4.8439, -6.1293, 1.9641)
H (5.8432, -3.8571, 1.9389)
H (4.3615, -1.8841, 1.6758)
H (3.2740, 1.3994, 1.4493)
H (3.7507, 3.5393, 0.7900)
H (3.1904, 5.9304, 0.5835)
H (0.8484, 6.6743, 0.9095)
H (-0.8832, 5.0373, 1.5605)
C (-1.3781, 3.1441, -2.5779)
C (-0.6787, 2.1618, -1.6902)
N (-0.9781, 1.9553, -0.4732)
N (-1.9249, 2.5677, 0.2313)
C (-1.7610, 2.3837, 1.6694)
N (-2.5268, 3.4181, 2.3112)
S (-2.2731, 0.6975, 2.1600)
C (0.5052, 1.4033, -2.1462)
C (1.2731, 1.8458, -3.2176)
C (2.4323, 1.1606, -3.5441)
C (2.7955, 0.0552, -2.7944)
C (1.9795, -0.3171, -1.7380)
N (0.8668, 0.3351, -1.4278)
H (-2.4320, 3.2065, -2.3039)
H (-0.9376, 4.1414, -2.4941)
H (-1.3239, 2.8234, -3.6159)
H (-2.2956, 3.4615, -0.0645)
H (-3.5146, 3.2139, 2.2058)
H (-2.3149, 3.4129, 3.3017)
H (0.9809, 2.7278, -3.7692)
H (3.0416, 1.4918, -4.3745)
H (3.6862, -0.5128, -3.0210)
H (2.2286, -1.1701, -1.1186)
C (-4.6985, 0.3005, -0.5037)
C (-4.8228, -1.2143, -0.3445)
C (-4.4417, -1.7383, 1.0444)
C (-4.0579, -2.0008, -1.3911)
C (-4.8161, -2.9545, -2.0641)
C (-4.2755, -3.8071, -3.0056)
C (-2.9271, -3.6963, -3.2783)
C (-2.1230, -2.7558, -2.6489)
C (-0.6758, -2.6961, -3.1102)
C (0.3113, -2.9391, -1.9682)
C (-0.4032, -1.3838, -3.8540)
C (-2.6694, -1.8639, -1.6827)
O (-1.8826, -0.8914, -1.1855)
H (-5.2208, 0.8174, 0.3057)
H (-5.1388, 0.6081, -1.4566)
H (-3.6615, 0.5999, -0.4985)
H (-5.8818, -1.4472, -0.4866)
H (-3.3690, -1.6539, 1.2076)
H (-4.7140, -2.7924, 1.1214)
H (-4.9563, -1.1865, 1.8333)
H (-5.8754, -3.0216, -1.8413)
H (-4.8943, -4.5299, -3.5218)
H (-2.4826, -4.3513, -4.0200)
H (-0.5400, -3.5061, -3.8321)
H (0.2185, -2.1642, -1.2118)
H (1.3415, -2.9450, -2.3357)
H (0.1126, -3.9020, -1.4957)
H (-0.6617, -0.5417, -3.2188)
H (-1.0152, -1.3332, -4.7565)
H (0.6487, -1.3057, -4.1444)

Values from the calculation:
HOMO-LUMO gap = 6.75 eV
HOMO = -7.24 eV
energy above the lowest of the compared OMol25 structures with the same formula, charge and spin = 1.0509 eV
net charge = 0

ORCA calculation (ωB97M-V/def2-TZVPD) on a molecular structure, C20H24N2NiO3S in a non-equilibrium geometry.

Element x y z (Å)
C (-0.0071, 1.6442, 0.4057)
C (-1.1682, 1.0125, -0.4427)
H (-0.0850, 0.9215, 1.1944)
H (-0.6170, 2.5813, 0.5934)
H (1.0500, 2.0497, 0.4113)
H (-1.2990, 0.2296, -1.2961)
H (-1.6604, 0.4492, 0.3925)
H (-1.6569, 1.9251, -0.8169)
C (3.2281, 0.1458, 0.2736)
C (4.5509, -0.2603, 0.4113)
C (5.1516, -1.0262, -0.5883)
C (4.4051, -1.3732, -1.7085)
H (2.6856, 0.7005, 1.0426)
H (5.0825, 0.0354, 1.3021)
H (6.1928, -1.3166, -0.5106)
H (4.7832, -1.9168, -2.5587)
N (2.5248, -0.1923, -0.8367)
C (3.0796, -0.9601, -1.8229)
C (2.1432, -1.2758, -2.8942)
N (0.9145, -0.7006, -2.7124)
C (-0.0807, -0.9257, -3.6114)
C (1.3613, -2.3425, -4.9298)
C (0.1153, -1.7578, -4.7083)
H (-1.0556, -0.4767, -3.4206)
H (-0.7312, -1.9203, -5.3599)
C (2.3739, -2.0790, -4.0120)
H (3.3898, -2.4118, -4.1264)
H (1.5393, -2.9395, -5.8185)
Ni (0.8931, 0.6079, -1.3510)
C (0.6268, 2.2892, -1.9977)
H (0.3841, 2.3250, -3.0569)
H (1.5685, 2.8555, -2.0063)
H (-0.0701, 2.9995, -1.5507)
C (-4.3581, 2.2866, 4.2741)
C (-3.5239, 1.1687, 3.6834)
C (-4.1126, 0.3392, 2.7028)
C (-3.3677, -0.7153, 2.1586)
C (-2.0453, -0.8954, 2.5763)
C (-1.4535, -0.1250, 3.5776)
C (-2.1924, 0.9349, 4.1230)
S (-1.1174, -2.3056, 1.9497)
O (-0.4629, -2.8340, 3.1305)
O (-2.1541, -3.1493, 1.3680)
O (-0.1982, -1.7024, 0.9652)
H (-4.7114, 3.0228, 3.5401)
H (-5.2731, 1.9091, 4.7595)
H (-3.7603, 2.8426, 5.0002)
H (-5.1273, 0.5516, 2.3231)
H (-3.6498, -1.4063, 1.3511)
H (-0.4081, -0.4160, 3.7722)
H (-1.6972, 1.5970, 4.8552)

Values from the calculation:
HOMO-LUMO gap (alpha / beta) = 6.33 / 6.00 eV
HOMO (alpha / beta) = -7.84 / -7.85 eV
energy above the lowest of the compared OMol25 structures with the same formula, charge and spin = 0.7439 eV
multiplicity = 3
net charge = 0

ORCA calculation (ωB97M-V/def2-TZVPD) on a molecular structure, C2H3F4LiNO5S2 in a non-equilibrium geometry.

Element x y z (Å)
N (0.6000, 0.0358, 0.7671)
S (0.5013, 1.6878, 0.7412)
O (-1.0603, 1.9069, 1.3557)
O (1.3231, 2.2006, 1.8663)
S (0.7884, -0.7369, -0.6087)
O (-0.3762, -0.3865, -1.4677)
O (2.2409, -0.8056, -0.8337)
C (0.4565, -2.5837, -0.5154)
F (-0.0631, -2.9865, -1.6661)
F (1.5502, -3.2992, -0.3118)
F (-0.3916, -2.8359, 0.4669)
Li (-1.4378, 1.2109, -1.7019)
F (-2.8206, 2.2903, -1.9878)
C (-2.8863, 0.3208, 0.7443)
O (-2.1834, 1.4470, 0.2519)
H (-3.9415, 0.6216, 0.7305)
H (-2.7834, -0.5754, 0.1220)
H (-2.4887, 0.0308, 1.7240)

Values from the calculation:
HOMO-LUMO gap = 9.23 eV
HOMO = -6.27 eV
energy above the lowest of the compared OMol25 structures with the same formula, charge and spin = 0.9435 eV
net charge = -1